The following is a quantum chemistry calculation of an isolated molecule of C4H6N2O, from OMol25.

## Properties
ΔE to the lowest compared entry with this formula, charge and spin   486.2 kJ/mol
Orbital gap   8.813 eV
HOMO level   -8.50 eV
2S+1   1
E_tot   -340.6097 a.u.
E_LUMO   0.315 eV
Total charge   0
SMILES   CN=C=C/C=N\O

XYZ file:
```
13
Properties=species:S:1:pos:R:3:mulliken_charge:R:1
C 0.949 1.334 0.358 -0.8597
C -0.254 0.838 0.204 0.7809
C 2.135 0.515 0.007 -0.0107
C -2.211 -0.627 0.006 -0.7419
N -1.159 0.242 -0.315 -0.3820
N 2.273 -0.685 -0.343 -0.4444
O 1.183 -1.508 -0.474 -0.3145
H 1.175 2.358 0.798 0.3095
H 0.413 -0.916 -0.560 0.3104
H 3.026 0.921 0.183 0.4232
H -2.362 -0.816 1.188 0.2528
H -3.056 -0.145 -0.533 0.3329
H -2.115 -1.512 -0.519 0.3436
```